[1]
# C38H34MnN4O4PS3

A molecular structure, C38H34MnN4O4PS3 (wB97M-V/def2-TZVPD, OMol25).

Structure (ORCA input):
```
! wB97M-V def2-TZVPD RIJCOSX def2/J DEFGRID3
* xyz 1 2
Mn 0.03 0.89 1.22
C 5.01 1.67 -1.04
C 3.78 1.80 -0.20
N 3.11 0.82 0.25
N 3.36 -0.47 0.14
C 2.30 -1.18 -0.15
S 0.70 -0.56 -0.35
S 2.54 -2.90 -0.50
C 3.73 -2.78 -1.87
C 3.08 -2.34 -3.15
C 2.67 -3.27 -4.10
C 2.03 -2.86 -5.26
C 1.80 -1.51 -5.49
C 2.22 -0.57 -4.56
C 2.86 -0.98 -3.40
C 3.21 3.12 0.12
C 3.83 4.31 -0.24
C 3.22 5.53 -0.01
C 1.95 5.57 0.56
C 1.30 4.41 0.92
C 1.94 3.19 0.74
O 1.35 2.07 1.15
H 5.12 0.66 -1.42
H 5.89 1.89 -0.42
H 5.00 2.37 -1.87
H 4.14 -3.79 -1.97
H 4.54 -2.12 -1.56
H 2.84 -4.32 -3.92
H 1.72 -3.60 -5.98
H 1.31 -1.20 -6.41
H 2.06 0.48 -4.75
H 3.19 -0.24 -2.68
H 4.81 4.28 -0.69
H 3.73 6.45 -0.28
H 1.47 6.53 0.74
H 0.32 4.43 1.39
O 0.17 1.27 5.05
S -0.35 0.85 3.80
O -0.76 1.89 2.81
O 0.57 -0.01 2.96
C -1.87 -0.02 4.05
C -2.44 0.02 5.32
C -3.72 -0.48 5.50
C -4.42 -1.01 4.43
C -3.83 -1.06 3.17
C -2.55 -0.57 2.96
P -1.62 -0.82 1.41
C -2.81 -0.89 0.05
C -3.92 -0.05 0.04
C -4.77 -0.03 -1.05
C -4.51 -0.85 -2.14
C -3.40 -1.68 -2.14
C -2.55 -1.71 -1.05
C -1.08 -2.54 1.68
C 0.21 -2.90 2.04
C 0.51 -4.23 2.32
C -0.47 -5.20 2.22
C -1.76 -4.85 1.86
C -2.07 -3.53 1.59
H -1.88 0.46 6.13
H -4.17 -0.46 6.48
H -5.42 -1.39 4.57
H -4.39 -1.50 2.35
H -4.13 0.59 0.89
H -5.64 0.61 -1.05
H -5.18 -0.84 -2.99
H -3.20 -2.33 -2.98
H -1.69 -2.36 -1.05
H 0.98 -2.15 2.15
H 1.52 -4.49 2.60
H -0.23 -6.24 2.43
H -2.53 -5.61 1.78
H -3.08 -3.27 1.31
C 0.19 2.08 -2.23
C -0.94 2.36 -1.30
N -1.09 1.98 -0.04
C -2.24 2.60 0.43
C -2.79 3.33 -0.57
N -1.96 3.16 -1.65
H 1.07 1.77 -1.68
H 0.43 2.99 -2.79
H -0.07 1.30 -2.95
H -2.56 2.49 1.45
H -3.67 3.95 -0.60
H -2.06 3.60 -2.55
*
```



[2]
# C16H31F3N12O8

7 unconnected molecules or ions with the total composition C16H31F3N12O8 in a non-equilibrium geometry (wB97M-V/def2-TZVPD, OMol25).

## Properties
Structure (SMILES) ... O=C1C=CC(=O)C(CCC(F)=C(F)F)=C1.NC(N)=O.NC(N)=O.NC(N)=O.NC(N)=O.NC(N)=O.NC(N)=O

Structure (ORCA input):
```
! wB97M-V def2-TZVPD RIJCOSX def2/J DEFGRID3
* xyz 0 1
O -2.74 -0.42 2.41
C -2.07 0.56 1.79
C -2.48 1.10 0.26
C -1.32 1.34 -0.68
C 0.22 1.06 -0.08
O 1.18 0.43 -0.77
C 0.43 1.60 1.49
C 1.80 2.38 1.93
C 2.82 1.51 2.88
C 2.24 1.36 4.42
F 1.66 0.06 4.92
C 2.34 2.55 5.36
F 2.02 2.38 6.83
F 2.71 3.92 4.92
C -0.73 1.33 2.43
H -3.60 1.31 -0.07
H -1.47 1.75 -1.77
H 1.49 3.35 2.54
H 2.37 2.68 0.92
H 3.12 0.48 2.41
H 3.82 2.15 2.96
H -0.70 1.66 3.58
N 3.29 0.91 -4.07
C 2.90 -0.32 -4.44
N 2.05 -0.91 -3.57
O 3.28 -0.86 -5.46
H 2.99 1.37 -3.23
H 3.93 1.40 -4.69
H 1.73 -1.84 -3.81
H 1.73 -0.49 -2.72
N -1.27 3.84 6.68
C -1.67 2.60 6.32
N -2.51 2.01 7.18
O -1.29 2.07 5.29
H -1.57 4.30 7.52
H -0.64 4.32 6.06
H -2.83 1.08 6.94
H -2.83 2.44 8.03
N 1.25 -0.94 8.24
C 1.84 -1.35 9.38
N 2.80 -0.53 9.84
O 1.53 -2.39 9.94
H 1.48 -0.08 7.77
H 0.52 -1.53 7.86
H 3.27 -0.80 10.69
H 3.06 0.33 9.39
N -2.79 0.02 -5.47
C -1.92 -0.29 -4.50
N -0.80 -0.90 -4.93
O -2.11 -0.03 -3.32
H -2.65 -0.18 -6.44
H -3.65 0.49 -5.19
H -0.11 -1.15 -4.23
H -0.62 -1.13 -5.90
N -0.33 -4.75 -2.12
C 0.62 -4.28 -2.95
N 1.41 -5.24 -3.48
O 0.76 -3.10 -3.20
H -0.46 -5.72 -1.90
H -0.94 -4.06 -1.69
H 2.13 -4.93 -4.11
H 1.31 -6.22 -3.29
N -4.21 -0.55 -10.61
C -3.33 -0.85 -9.64
N -2.22 -1.47 -10.07
O -3.53 -0.59 -8.46
H -4.07 -0.75 -11.58
H -5.06 -0.08 -10.33
H -1.53 -1.72 -9.37
H -2.04 -1.69 -11.03
*
```



[3]
# C3H8N2O

2 unconnected molecules or ions with the total composition C3H8N2O in a non-equilibrium geometry (wB97M-V/def2-TZVPD, OMol25).

## Properties
Structure (SMILES) ... [H]/N=C\CC.N=O

Structure (ORCA input):
```
! wB97M-V def2-TZVPD RIJCOSX def2/J DEFGRID3
* xyz 0 1
H -2.00 -0.57 1.85
N -1.09 -0.07 1.86
C -0.45 0.15 0.80
C -1.12 -0.17 -0.56
C -0.27 -1.01 -1.51
H 0.50 0.59 0.73
H -1.22 0.93 -1.08
H -2.17 -0.59 -0.57
H 0.67 -0.66 -1.65
H -0.95 -1.12 -2.48
H -0.17 -2.05 -0.95
N 2.68 1.14 1.37
O 3.08 1.39 0.25
H 2.51 2.05 1.93
*
```



[4]
# C22H22O12PdS4Se

A molecular structure, C22H22O12PdS4Se (wB97M-V/def2-TZVPD, OMol25).

Structure (ORCA input):
```
! wB97M-V def2-TZVPD RIJCOSX def2/J DEFGRID3
* xyz -2 1
Pd 0.16 1.03 -2.84
O 2.65 0.66 -5.03
S 3.04 1.55 -3.97
O 3.86 2.68 -4.33
O 1.88 2.04 -3.14
C 4.03 0.59 -2.81
C 5.22 1.20 -2.42
C 6.09 0.58 -1.54
C 5.77 -0.68 -1.04
C 4.59 -1.28 -1.41
C 3.70 -0.66 -2.30
S 2.26 -1.68 -2.69
O 2.09 -2.52 -1.53
O 2.61 -2.38 -3.91
O 1.10 -0.78 -2.87
H 5.45 2.18 -2.82
H 7.01 1.07 -1.25
H 6.44 -1.18 -0.35
H 4.30 -2.24 -1.01
O 2.69 0.51 0.48
S 2.12 -0.01 1.74
C 1.01 1.29 2.34
C 0.11 0.84 3.50
C -1.36 0.72 3.10
C -2.00 2.07 2.78
S -2.47 2.27 1.02
O -1.29 1.76 0.29
C -3.70 0.96 1.01
C -3.51 -0.09 0.12
C -4.45 -1.11 0.08
C -5.57 -1.07 0.89
C -5.77 0.00 1.75
C -4.84 1.03 1.81
C 0.88 -1.25 1.36
C 0.85 -2.37 2.17
C -0.05 -3.39 1.92
C -0.90 -3.30 0.82
C -0.85 -2.19 0.00
C 0.03 -1.15 0.26
H 0.44 1.62 1.47
H 1.69 2.09 2.63
H 0.21 1.54 4.33
H 0.46 -0.13 3.89
H -1.92 0.24 3.91
H -1.43 0.06 2.23
H -1.31 2.90 2.95
H -2.89 2.27 3.38
H -2.64 -0.07 -0.53
H -4.30 -1.93 -0.61
H -6.30 -1.86 0.84
H -6.66 0.05 2.37
H -5.00 1.87 2.46
H 1.55 -2.44 3.00
H -0.08 -4.27 2.56
H -1.59 -4.10 0.61
H -1.48 -2.12 -0.88
H -0.01 -0.29 -0.40
O -3.43 2.28 -1.67
Se -2.47 1.80 -2.89
O -1.74 0.31 -2.56
O -1.02 2.67 -2.95
O -3.24 1.78 -4.30
*
```



[5]
# C4H8O2

A single C4H8O2 molecule in a non-equilibrium geometry (wB97M-V/def2-TZVPD, OMol25).

Structure (ORCA input):
```
! wB97M-V def2-TZVPD RIJCOSX def2/J DEFGRID3
* xyz 0 1
C -1.73 0.03 0.59
C -0.29 0.33 0.64
C 0.65 -1.24 -0.75
O 1.71 -0.45 -0.98
C 1.51 0.81 -0.36
O 0.19 1.21 -0.35
H -2.07 -0.65 1.38
H -2.37 0.91 0.69
H -1.97 -0.42 -0.36
H -0.10 0.82 1.62
H 0.98 -2.28 -0.69
H -0.29 -1.14 -1.30
H 1.64 0.55 0.73
H 2.15 1.53 -0.87
*
```



[6]
# C8H16ClN2

A gas-phase ion, C8H16ClN2 (charge +1) in a non-equilibrium geometry (wB97M-V/def2-TZVPD, OMol25).

## Properties
Structure (SMILES) ... CN1C[C@@]2([NH3+])CCC[C@@]2(Cl)C1

Structure (ORCA input):
```
! wB97M-V def2-TZVPD RIJCOSX def2/J DEFGRID3
* xyz 1 1
C -1.30 -1.75 -2.24
N -0.73 -1.24 -1.05
C -1.39 -0.10 -0.67
C -0.38 0.59 0.43
N -0.63 2.05 0.47
C -0.32 0.03 1.83
C 1.17 0.21 2.22
C 1.99 0.15 0.89
C 0.91 0.26 -0.23
Cl 1.43 1.47 -1.49
C 0.65 -1.08 -1.05
H -0.95 -2.72 -2.53
H -2.36 -1.93 -2.09
H -1.14 -0.97 -3.01
H -2.33 -0.30 -0.20
H -1.51 0.84 -1.48
H -0.88 2.42 -0.45
H 0.24 2.48 0.74
H -1.29 2.11 1.33
H -0.59 -0.94 1.89
H -1.02 0.63 2.40
H 1.36 1.14 2.59
H 1.44 -0.57 2.82
H 2.73 0.95 0.78
H 2.58 -0.84 0.79
H 1.11 -0.88 -2.02
H 1.18 -2.01 -0.68
*
```



[7]
# C52H134N10O16

10 unconnected molecules or ions with the total composition C52H134N10O16 in a non-equilibrium geometry (wB97M-V/def2-TZVPD, OMol25).

Structure (ORCA input):
```
! wB97M-V def2-TZVPD RIJCOSX def2/J DEFGRID3
* xyz -1 2
C 1.09 3.40 3.80
C 1.09 4.94 3.74
C 2.40 5.74 4.05
O 1.96 7.11 4.22
C 2.97 7.99 4.64
N 0.63 5.37 2.42
H 1.31 3.13 4.83
H 1.87 3.02 3.14
H 0.16 2.94 3.45
H 0.40 5.34 4.48
H 3.16 5.60 3.28
H 2.77 5.37 5.00
H 3.29 7.61 5.60
H 2.68 9.03 4.77
H 3.91 7.87 4.10
H -0.35 5.13 2.40
H 0.63 6.38 2.39
C -3.48 1.38 -4.91
C -2.99 -0.02 -4.45
C -3.94 -0.56 -3.42
O -3.48 -0.07 -2.13
C -4.18 -0.68 -1.07
N -3.01 -0.92 -5.61
H -4.22 1.21 -5.69
H -2.71 1.89 -5.49
H -3.83 2.02 -4.10
H -1.95 -0.01 -4.14
H -3.96 -1.65 -3.47
H -4.97 -0.26 -3.64
H -3.81 -0.52 -0.06
H -4.06 -1.76 -1.14
H -5.26 -0.49 -1.11
H -3.96 -0.94 -5.95
H -2.76 -1.86 -5.32
C 1.51 -0.92 7.80
C 1.28 -2.42 7.83
C 0.74 -2.95 6.52
O -0.43 -2.25 6.01
C -1.37 -2.87 5.19
N 2.56 -3.03 8.12
H 1.95 -0.53 8.73
H 0.58 -0.36 7.69
H 2.17 -0.61 6.99
H 0.61 -2.63 8.67
H 0.51 -4.02 6.58
H 1.49 -2.95 5.73
H -2.25 -2.27 4.98
H -1.67 -3.86 5.56
H -0.95 -3.22 4.25
H 3.11 -2.82 7.30
H 3.15 -2.47 8.72
C -4.58 -3.44 3.50
C -4.00 -4.81 3.14
C -2.83 -4.60 2.20
O -3.18 -4.09 0.86
C -2.06 -4.24 0.00
N -3.51 -5.37 4.40
H -4.06 -2.69 4.09
H -5.53 -3.56 4.02
H -4.91 -3.01 2.55
H -4.76 -5.50 2.77
H -2.28 -5.53 2.05
H -2.05 -4.01 2.67
H -2.10 -3.48 -0.79
H -2.13 -5.15 -0.60
H -1.07 -4.19 0.44
H -3.66 -6.37 4.34
H -4.27 -5.20 5.05
C -2.42 3.74 1.74
O -2.15 4.89 2.45
C -2.71 6.06 1.93
C -2.70 7.15 3.05
N -3.49 6.86 4.24
C -3.22 7.87 5.29
C -3.61 7.21 6.61
O -2.99 5.95 6.96
C -1.58 5.96 6.89
H -1.82 2.92 2.14
H -2.20 3.82 0.68
H -3.49 3.51 1.79
H -3.77 5.96 1.69
H -2.22 6.37 1.01
H -3.11 8.09 2.68
H -1.64 7.16 3.27
H -3.18 5.95 4.55
H -3.79 8.77 5.06
H -2.18 8.20 5.35
H -4.69 7.05 6.62
H -3.50 7.90 7.45
H -1.28 5.21 7.62
H -1.11 6.91 7.13
H -1.25 5.66 5.89
C 1.38 1.51 -7.67
O 1.67 0.20 -7.17
C 0.54 -0.44 -6.64
C 1.00 -1.77 -6.05
N 1.18 -2.77 -7.08
C 1.97 -3.84 -6.50
C 2.41 -4.87 -7.54
O 3.36 -4.38 -8.47
C 3.77 -5.51 -9.20
H 0.61 1.44 -8.44
H 2.32 1.91 -8.07
H 1.00 2.17 -6.90
H -0.26 -0.72 -7.33
H 0.02 0.19 -5.91
H 0.21 -2.18 -5.41
H 1.86 -1.64 -5.40
H 1.81 -2.49 -7.82
H 1.67 -4.36 -5.58
H 2.89 -3.33 -6.20
H 1.57 -5.30 -8.09
H 2.90 -5.64 -6.94
H 4.57 -5.19 -9.87
H 2.97 -6.02 -9.73
H 4.27 -6.22 -8.54
C 4.16 -0.74 0.67
O 4.97 -1.14 -0.44
C 4.47 -0.83 -1.76
C 5.28 -1.41 -2.91
N 5.50 -2.85 -2.74
C 6.50 -3.37 -3.67
C 5.88 -3.35 -5.16
O 6.97 -3.50 -6.06
C 6.54 -3.72 -7.38
H 3.19 -1.23 0.63
H 3.84 0.30 0.69
H 4.44 -1.13 1.65
H 4.46 0.25 -1.81
H 3.45 -1.20 -1.85
H 6.22 -0.86 -2.96
H 4.70 -1.23 -3.81
H 5.70 -3.17 -1.80
H 6.75 -4.39 -3.37
H 7.47 -2.87 -3.61
H 5.36 -2.42 -5.39
H 5.21 -4.21 -5.10
H 6.20 -4.73 -7.60
H 7.31 -3.50 -8.12
H 5.69 -3.06 -7.56
C -0.31 5.33 -1.17
O -1.64 4.95 -1.51
C -2.47 5.90 -2.09
C -3.64 5.15 -2.73
N -4.74 4.80 -1.85
C -4.67 3.45 -1.35
C -5.86 3.25 -0.52
O -5.70 4.00 0.68
C -6.77 3.80 1.54
H -0.44 6.16 -0.48
H 0.25 5.75 -2.01
H 0.14 4.46 -0.69
H -1.83 6.37 -2.83
H -2.81 6.66 -1.39
H -3.37 4.42 -3.50
H -4.10 5.97 -3.28
H -4.78 5.49 -1.12
H -3.74 3.28 -0.81
H -4.66 2.75 -2.18
H -5.89 2.16 -0.42
H -6.72 3.59 -1.09
H -7.73 4.24 1.27
H -6.58 4.30 2.49
H -7.01 2.79 1.85
C 1.01 -2.46 2.39
O 0.89 -1.18 1.85
C -0.45 -0.68 1.85
C -0.64 0.57 1.00
N -0.07 0.27 -0.37
C -0.43 1.26 -1.38
C 0.31 1.10 -2.70
O 1.68 1.43 -2.56
C 2.32 1.44 -3.83
H 2.01 -2.82 2.18
H 0.35 -3.19 1.92
H 0.87 -2.47 3.48
H -0.70 -0.52 2.90
H -1.12 -1.50 1.61
H -0.12 1.42 1.46
H -1.72 0.70 0.91
H 0.93 0.18 -0.39
H -0.38 2.28 -1.02
H -1.48 1.14 -1.65
H -0.06 1.86 -3.38
H 0.16 0.11 -3.13
H 3.34 1.84 -3.81
H 1.80 2.05 -4.57
H 2.42 0.38 -4.07
C 0.57 -6.41 4.48
O 1.33 -5.88 3.42
C 2.66 -6.37 3.19
C 3.28 -5.55 2.05
N 2.56 -5.73 0.79
C 3.12 -4.92 -0.34
C 2.24 -5.10 -1.62
O 0.92 -4.56 -1.51
C 0.98 -3.13 -1.42
H 0.90 -6.15 5.49
H 0.45 -7.49 4.41
H -0.41 -5.94 4.57
H 2.59 -7.43 2.98
H 3.31 -6.31 4.06
H 4.29 -5.93 1.87
H 3.27 -4.50 2.34
H 1.60 -5.43 0.92
H 4.12 -5.31 -0.50
H 3.31 -3.85 -0.22
H 2.06 -6.14 -1.88
H 2.69 -4.74 -2.55
H 1.42 -2.74 -2.34
H 1.60 -2.81 -0.59
H 0.00 -2.68 -1.24
*
```



| no. | DFT total energy (a.u.) |
| --- | --- |
| 1 | -4675.12598 |
| 2 | -2186.71805 |
| 3 | -303.69203 |
| 4 | -5876.46516 |
| 5 | -307.53033 |
| 6 | -883.83187 |
| 7 | -3812.49942 |